Record 1
{
  "formula": "C20H60O19",
  "method": "the ωB97M-V functional and the def2-TZVPD basis",
  "gap_ev": 9.3,
  "max_force_ha_per_bohr": 0.05690,
  "smiles": "OCCO.OCCO.OCCO.OCCO.OCCO.OCCO.OCCO.OCCO.OCCO.CCO",
  "e_tot_ha": -2227.348463,
  "relative_energy_kcal_mol": 41.5,
  "elements": ["O", "C", "C", "O", "H", "H", "H", "H", "H", "H", "O", "C", "C", "O", "H", "H", "H", "H", "H", "H", "O", "C", "C", "O", "H", "H", "H", "H", "H", "H", "O", "C", "C", "O", "H", "H", "H", "H", "H", "H", "O", "C", "C", "O", "H", "H", "H", "H", "H", "H", "O", "C", "C", "O", "H", "H", "H", "H", "H", "H", "O", "C", "C", "O", "H", "H", "H", "H", "H", "H", "O", "C", "C", "O", "H", "H", "H", "H", "H", "H", "O", "C", "C", "O", "H", "H", "H", "H", "H", "H", "C", "C", "O", "H", "H", "H", "H", "H", "H"],
  "coordinates": [[-2.825, -1.289, 4.616], [-3.068, -1.070, 3.227], [-3.524, 0.366, 2.876], [-4.570, 0.818, 3.725], [-3.640, -1.142, 5.102], [-2.130, -1.302, 2.723], [-3.825, -1.808, 2.961], [-3.656, 0.400, 1.795], [-2.686, 1.033, 3.077], [-4.660, 1.765, 3.592], [3.832, -1.165, -4.273], [3.126, -0.862, -3.042], [2.472, 0.447, -3.219], [3.431, 1.485, -3.436], [4.675, -0.706, -4.269], [2.489, -1.716, -2.812], [3.826, -0.794, -2.208], [1.731, 0.639, -2.442], [1.893, 0.281, -4.127], [3.959, 1.307, -4.218], [-0.940, -1.256, -3.331], [-0.759, -2.593, -2.900], [-0.368, -3.474, -4.176], [-0.100, -4.846, -3.913], [-1.819, -1.130, -3.697], [-0.007, -2.658, -2.115], [-1.670, -2.942, -2.413], [0.553, -3.073, -4.598], [-1.120, -3.440, -4.964], [0.692, -4.899, -3.372], [-0.093, 2.590, 3.494], [0.943, 3.492, 3.161], [2.290, 2.883, 3.617], [2.514, 2.960, 5.013], [-0.060, 2.301, 4.409], [0.961, 3.682, 2.088], [0.760, 4.451, 3.645], [3.151, 3.382, 3.173], [2.326, 1.925, 3.098], [1.898, 2.382, 5.469], [1.735, -2.245, 3.320], [0.670, -2.923, 4.035], [0.498, -2.190, 5.410], [-0.101, -0.849, 5.221], [1.497, -1.383, 2.972], [-0.196, -2.783, 3.389], [0.967, -3.971, 4.075], [1.526, -2.064, 5.751], [-0.053, -2.879, 6.049], [-0.988, -1.065, 4.921], [2.710, -5.608, 0.356], [1.680, -5.089, 1.163], [0.664, -4.113, 0.436], [-0.195, -4.665, -0.550], [3.216, -6.298, 0.792], [1.177, -5.845, 1.766], [2.195, -4.561, 1.965], [1.189, -3.278, -0.026], [0.022, -3.697, 1.213], [0.368, -4.978, -1.263], [-4.303, 0.885, -0.759], [-3.979, -0.496, -1.072], [-4.381, -0.879, -2.534], [-3.551, -0.257, -3.488], [-3.771, 1.467, -1.306], [-2.946, -0.665, -0.767], [-4.536, -1.134, -0.385], [-5.436, -0.613, -2.606], [-4.221, -1.954, -2.626], [-3.973, 0.564, -3.753], [2.578, 2.836, -1.165], [3.098, 4.094, -1.523], [3.015, 5.009, -0.304], [3.705, 6.224, -0.449], [2.813, 2.255, -1.892], [4.159, 4.006, -1.754], [2.517, 4.397, -2.394], [3.506, 4.524, 0.539], [1.964, 5.209, -0.095], [3.929, 6.442, 0.459], [-3.063, 2.480, -2.485], [-1.685, 2.359, -2.594], [-0.964, 3.729, -2.884], [-1.064, 4.217, -4.206], [-3.420, 2.960, -3.235], [-1.322, 1.932, -1.660], [-1.453, 1.738, -3.460], [0.078, 3.558, -2.617], [-1.347, 4.508, -2.225], [-1.997, 4.418, -4.308], [0.542, 0.010, -0.270], [-0.358, -0.188, 0.939], [0.503, -0.097, 2.056], [1.364, -0.703, -0.209], [0.808, 1.065, -0.332], [-0.038, -0.146, -1.180], [-0.923, -1.120, 0.966], [-1.102, 0.609, 0.942], [0.668, 0.816, 2.303]],
  "lowdin_charge": [-0.08, -0.20, -0.22, -0.05, 0.10, 0.09, 0.12, 0.10, 0.11, 0.09, -0.06, -0.22, -0.24, -0.06, 0.07, 0.12, 0.13, 0.10, 0.13, 0.10, -0.10, -0.22, -0.20, -0.07, 0.05, 0.09, 0.11, 0.11, 0.12, 0.07, -0.07, -0.22, -0.24, -0.04, 0.09, 0.11, 0.12, 0.11, 0.11, 0.08, -0.11, -0.21, -0.18, -0.09, 0.03, 0.09, 0.11, 0.11, 0.11, 0.01, -0.07, -0.23, -0.20, -0.07, 0.09, 0.11, 0.10, 0.10, 0.10, 0.06, -0.09, -0.20, -0.21, -0.08, 0.01, 0.10, 0.11, 0.12, 0.12, 0.09, -0.09, -0.24, -0.26, -0.06, 0.02, 0.12, 0.12, 0.12, 0.11, 0.08, -0.08, -0.20, -0.22, -0.04, 0.11, 0.12, 0.12, 0.10, 0.12, 0.08, -0.08, -0.29, -0.09, 0.08, 0.07, 0.05, 0.10, 0.11, 0.06]
}


Record 2
{
  "formula": "C15H48Ca2O27P4S2",
  "method": "the ωB97M-V functional and the def2-TZVPD basis",
  "gap_ev": 9.3,
  "max_force_ha_per_bohr": 0.04576,
  "e_tot_ha": -6149.628114,
  "elements": ["Ca", "Ca", "S", "O", "O", "O", "O", "S", "O", "O", "O", "O", "C", "O", "H", "H", "H", "H", "C", "O", "H", "H", "H", "H", "C", "O", "H", "H", "H", "H", "C", "O", "P", "O", "O", "C", "O", "C", "H", "H", "H", "H", "H", "H", "H", "H", "H", "C", "O", "P", "O", "O", "C", "O", "C", "H", "H", "H", "H", "H", "H", "H", "H", "H", "C", "O", "P", "O", "O", "C", "O", "C", "H", "H", "H", "H", "H", "H", "H", "H", "H", "C", "O", "P", "O", "O", "C", "O", "C", "H", "H", "H", "H", "H", "H", "H", "H", "H"],
  "coordinates": [[-1.571, -0.208, -1.322], [-0.988, -1.535, 2.725], [0.224, 0.587, 0.830], [0.763, -0.415, 1.777], [-1.264, 0.529, 0.845], [0.811, 1.896, 1.112], [0.550, 0.143, -0.553], [-2.552, -2.606, 0.634], [-3.001, -2.086, 1.969], [-2.872, -3.988, 0.395], [-2.998, -1.707, -0.456], [-1.055, -2.438, 0.739], [3.158, -3.186, 1.058], [1.966, -2.842, 1.755], [3.999, -2.557, 1.350], [3.298, -4.253, 1.230], [3.013, -3.120, -0.029], [1.828, -1.882, 1.723], [3.983, 1.151, 0.239], [3.431, 2.422, -0.043], [3.674, 0.787, 1.222], [3.696, 0.429, -0.536], [5.069, 1.235, 0.216], [2.512, 2.409, 0.252], [0.794, 4.953, 2.722], [0.888, 3.652, 3.219], [0.174, 5.014, 1.821], [0.410, 5.602, 3.513], [1.767, 5.405, 2.463], [0.889, 3.023, 2.483], [2.877, 0.336, 3.950], [2.431, -0.155, 5.222], [1.611, -1.438, 5.406], [0.544, -1.729, 4.428], [2.658, -2.611, 5.508], [2.525, -3.841, 4.781], [1.116, -1.212, 6.857], [0.746, -2.335, 7.665], [2.970, -0.480, 3.227], [3.857, 0.787, 4.056], [2.144, 1.025, 3.540], [3.500, -4.103, 4.373], [1.866, -3.738, 3.922], [2.177, -4.625, 5.452], [1.472, -2.466, 8.465], [0.668, -3.257, 7.091], [-0.220, -2.120, 8.119], [0.003, -4.676, -1.289], [0.897, -3.887, -2.125], [0.335, -2.917, -3.200], [-0.655, -1.909, -2.782], [1.640, -2.215, -3.767], [2.442, -1.522, -2.803], [-0.132, -3.873, -4.345], [-0.767, -3.358, -5.518], [0.636, -5.166, -0.554], [-0.450, -5.464, -1.889], [-0.716, -4.045, -0.789], [3.376, -2.062, -2.638], [1.973, -1.355, -1.831], [2.686, -0.528, -3.183], [-0.140, -3.541, -6.388], [-0.971, -2.287, -5.458], [-1.723, -3.862, -5.644], [1.088, 0.417, -5.327], [1.060, 1.760, -4.794], [-0.139, 2.221, -3.918], [-0.694, 1.246, -2.968], [0.349, 3.539, -3.264], [1.085, 3.438, -2.026], [-1.194, 2.700, -4.983], [-2.492, 3.093, -4.520], [1.120, 0.494, -6.414], [0.217, -0.165, -5.038], [2.013, -0.044, -4.997], [1.177, 2.401, -1.704], [0.576, 4.016, -1.258], [2.088, 3.841, -2.151], [-2.744, 4.058, -4.961], [-2.505, 3.237, -3.439], [-3.213, 2.339, -4.826], [-4.714, 0.587, 1.231], [-5.138, 1.570, 0.267], [-4.060, 2.419, -0.477], [-2.982, 1.647, -1.112], [-3.568, 3.448, 0.591], [-2.164, 3.749, 0.720], [-4.912, 3.287, -1.447], [-5.593, 2.691, -2.550], [-3.686, 0.265, 1.083], [-5.371, -0.272, 1.157], [-4.789, 1.025, 2.229], [-1.634, 3.600, -0.219], [-1.715, 3.176, 1.523], [-2.102, 4.817, 0.936], [-5.285, 3.193, -3.465], [-6.667, 2.796, -2.413], [-5.385, 1.626, -2.678]],
  "lowdin_charge": [1.44, 1.54, 0.31, -0.48, -0.47, -0.32, -0.45, 0.27, -0.50, -0.30, -0.48, -0.53, -0.13, -0.16, 0.08, 0.08, 0.07, 0.02, -0.15, -0.12, 0.06, 0.07, 0.08, 0.02, -0.18, -0.13, 0.06, 0.08, 0.08, 0.01, -0.05, -0.16, 0.33, -0.34, -0.18, -0.07, -0.18, -0.07, 0.07, 0.10, 0.08, 0.09, 0.06, 0.09, 0.10, 0.08, 0.09, -0.03, -0.19, 0.35, -0.29, -0.20, -0.09, -0.18, -0.07, 0.09, 0.10, 0.04, 0.10, 0.07, 0.08, 0.09, 0.08, 0.09, -0.05, -0.17, 0.32, -0.31, -0.17, -0.06, -0.18, -0.08, 0.10, 0.07, 0.07, 0.06, 0.09, 0.10, 0.10, 0.07, 0.09, -0.06, -0.18, 0.33, -0.32, -0.17, -0.07, -0.18, -0.08, 0.04, 0.10, 0.10, 0.08, 0.08, 0.09, 0.08, 0.09, 0.09]
}


Record 3
{
  "formula": "C3H10NO2",
  "method": "the ωB97M-V functional and the def2-TZVPD basis",
  "gap_ev": 7.9,
  "max_force_ha_per_bohr": 0.01557,
  "e_tot_ha": -325.533097,
  "charge": -1,
  "relative_energy_kcal_mol": 13.5,
  "elements": ["N", "C", "O", "H", "H", "H", "H", "C", "O", "C", "H", "H", "H", "H", "H", "H"],
  "coordinates": [[1.766, 1.287, 0.655], [0.999, 0.847, 1.847], [-0.058, 0.044, 1.535], [2.701, 1.532, 0.958], [1.790, 0.561, -0.059], [1.675, 0.321, 2.552], [0.665, 1.779, 2.333], [-0.632, -1.110, -1.537], [0.474, -0.969, -0.680], [-1.861, -0.341, -1.051], [-0.353, -0.775, -2.547], [-0.887, -2.182, -1.614], [0.168, -0.519, 0.375], [-1.576, 0.703, -0.930], [-2.708, -0.416, -1.743], [-2.164, -0.763, -0.095]],
  "lowdin_charge": [-0.02, -0.51, -0.27, 0.03, 0.03, 0.07, 0.07, -0.41, -0.26, -0.12, 0.08, 0.08, 0.03, 0.07, 0.05, 0.06]
}